Here is 10 unconnected molecules or ions with the total composition C67H132Cl8N7O7 from the OMol25 dataset. Energies are from ωB97M-V/def2-TZVPD.

Each atom is followed by the atoms it is bonded to, with distances in Å.
Positions of all 221 atoms, in Å:
1 C 0.183 4.219 0.084  C2 1.564, H12 1.090, H13 1.090, H14 1.090
2 C -0.085 4.439 -1.441  C1 1.564, C3 1.579, N7 1.499, C11 1.553
3 C -0.310 6.001 -1.515  C2 1.579, C4 1.555, H15 1.090, H16 1.090
4 C -0.300 6.587 -2.955  C3 1.555, C5 1.516, H17 1.090, H18 1.090
5 C 0.957 6.057 -3.616  C4 1.516, C6 1.547, H19 1.090, H20 1.090
6 C 1.104 4.520 -3.710  C5 1.547, N7 1.495, C9 1.522, C10 1.560
7 N 1.006 3.937 -2.338  C2 1.499, C6 1.495, O8 1.514
8 O 1.236 2.440 -2.328  N7 1.514
9 C 0.116 4.015 -4.752  C6 1.522, H21 1.090, H22 1.090, H23 1.090
10 C 2.557 4.446 -4.275  C6 1.560, H24 1.090, H25 1.090, H26 1.090
11 C -1.480 3.813 -1.712  C2 1.553, H27 1.090, H28 1.090, H29 1.090
12 H -0.471 4.808 0.727  C1 1.090
13 H 1.221 4.525 0.212  C1 1.090
14 H 0.056 3.156 0.291  C1 1.090
15 H -1.224 6.214 -0.961  C3 1.090
16 H 0.532 6.444 -0.983  C3 1.090
17 H -0.380 7.674 -2.916  C4 1.090
18 H -1.203 6.300 -3.495  C4 1.090
19 H 1.780 6.560 -3.109  C5 1.090
20 H 1.053 6.450 -4.629  C5 1.090
21 H -0.020 4.767 -5.529  C9 1.090
22 H 0.370 3.015 -5.103  C9 1.090
23 H -0.877 4.023 -4.302  C9 1.090
24 H 2.651 4.662 -5.339  C10 1.090
25 H 3.391 4.907 -3.747  C10 1.090
26 H 2.828 3.390 -4.270  C10 1.090
27 H -2.205 4.016 -0.924  C11 1.090
28 H -1.354 2.737 -1.836  C11 1.090
29 H -1.908 4.288 -2.594  C11 1.090
30 C -4.869 -2.498 4.582  C31 1.524, H41 1.090, H42 1.090, H43 1.090
31 C -5.204 -1.018 4.722  C30 1.524, C32 1.550, N36 1.505, C40 1.532
32 C -3.882 -0.222 4.862  C31 1.550, C33 1.512, H44 1.090, H45 1.090
33 C -3.098 0.076 3.604  C32 1.512, C34 1.537, H46 1.090, H47 1.090
34 C -4.056 0.738 2.600  C33 1.537, C35 1.513, H48 1.090, H49 1.090
35 C -5.273 -0.130 2.364  C34 1.513, N36 1.465, C38 1.561, C39 1.561
36 N -6.023 -0.523 3.560  C31 1.505, C35 1.465, O37 1.452
37 O -7.326 -1.161 3.488  N36 1.452
38 C -6.175 0.879 1.586  C35 1.561, H50 1.090, H51 1.090, H52 1.090
39 C -5.009 -1.313 1.381  C35 1.561, H53 1.090, H54 1.090, H55 1.090
40 C -5.853 -0.828 6.097  C31 1.532, H56 1.090, H57 1.090, H58 1.090
41 H -4.463 -2.815 3.621  C30 1.090
42 H -5.752 -3.130 4.676  C30 1.090
43 H -4.138 -2.826 5.321  C30 1.090
44 H -4.072 0.723 5.371  C32 1.090
45 H -3.200 -0.772 5.511  C32 1.090
46 H -2.651 -0.845 3.230  C33 1.090
47 H -2.305 0.784 3.846  C33 1.090
48 H -3.405 0.737 1.726  C34 1.090
49 H -4.333 1.759 2.860  C34 1.090
50 H -7.049 0.323 1.247  C38 1.090
51 H -6.544 1.753 2.122  C38 1.090
52 H -5.785 1.255 0.640  C38 1.090
53 H -5.840 -1.962 1.104  C39 1.090
54 H -4.618 -0.967 0.424  C39 1.090
55 H -4.242 -1.975 1.782  C39 1.090
56 H -5.148 -0.728 6.923  C40 1.090
57 H -6.630 -1.569 6.286  C40 1.090
58 H -6.320 0.153 6.177  C40 1.090
59 C -4.755 2.813 -5.480  C60 1.488, H70 1.090, H71 1.090, H72 1.090
60 C -5.205 1.438 -5.134  C59 1.488, C61 1.560, N65 1.470, C69 1.638
61 C -4.352 1.139 -3.862  C60 1.560, C62 1.463, H73 1.090, H74 1.090
62 C -4.564 -0.154 -3.211  C61 1.463, C63 1.554, H75 1.090, H76 1.090
63 C -6.060 -0.162 -2.790  C62 1.554, C64 1.579, H77 1.090, H78 1.090
64 C -7.059 0.202 -3.958  C63 1.579, N65 1.469, C67 1.596, C68 1.493
65 N -6.623 1.358 -4.753  C60 1.470, C64 1.469, O66 1.471
66 O -7.608 1.781 -5.761  N65 1.471
67 C -7.253 -1.133 -4.810  C64 1.596, H79 1.090, H80 1.090, H81 1.090
68 C -8.362 0.424 -3.264  C64 1.493, H82 1.090, H83 1.090, H84 1.090
69 C -4.687 0.389 -6.280  C60 1.638, H85 1.090, H86 1.090, H87 1.090
70 H -3.672 2.916 -5.423  C59 1.090
71 H -5.325 3.482 -4.835  C59 1.090
72 H -5.002 3.039 -6.518  C59 1.090
73 H -3.285 1.142 -4.085  C61 1.090
74 H -4.465 1.948 -3.141  C61 1.090
75 H -3.994 -0.409 -2.318  C62 1.090
76 H -4.259 -0.988 -3.844  C62 1.090
77 H -6.183 0.388 -1.857  C63 1.090
78 H -6.432 -1.124 -2.436  C63 1.090
79 H -7.482 -0.844 -5.836  C67 1.090
80 H -6.344 -1.720 -4.936  C67 1.090
81 H -7.964 -1.891 -4.481  C67 1.090
82 H -8.323 1.378 -2.738  C68 1.090
83 H -9.253 0.474 -3.888  C68 1.090
84 H -8.564 -0.379 -2.555  C68 1.090
85 H -5.077 -0.621 -6.157  C69 1.090
86 H -3.609 0.450 -6.429  C69 1.090
87 H -5.117 0.607 -7.258  C69 1.090
88 C 6.898 0.110 2.938  C89 1.566, H99 1.090, H100 1.090, H101 1.090
89 C 5.728 -0.040 1.907  C88 1.566, C90 1.523, N94 1.508, C98 1.530
90 C 4.424 0.080 2.685  C89 1.523, C91 1.517, H102 1.090, H103 1.090
91 C 3.154 0.097 1.854  C90 1.517, C92 1.492, H104 1.090, H105 1.090
92 C 3.313 1.307 0.995  C91 1.492, C93 1.537, H106 1.090, H107 1.090
93 C 4.568 1.442 0.118  C92 1.537, N94 1.509, C96 1.570, C97 1.533
94 N 5.800 1.092 0.914  C89 1.508, C93 1.509, O95 1.474
95 O 7.067 1.111 0.161  N94 1.474
96 C 4.297 0.515 -1.120  C93 1.570, H108 1.090, H109 1.090, H110 1.090
97 C 4.541 2.904 -0.344  C93 1.533, H111 1.090, H112 1.090, H113 1.090
98 C 5.854 -1.442 1.308  C89 1.530, H114 1.090, H115 1.090, H116 1.090
99 H 7.903 0.026 2.527  C88 1.090
100 H 6.911 -0.540 3.813  C88 1.090
101 H 6.833 1.133 3.310  C88 1.090
102 H 4.285 -0.743 3.386  C90 1.090
103 H 4.408 1.012 3.250  C90 1.090
104 H 2.254 0.182 2.463  C91 1.090
105 H 3.047 -0.817 1.269  C91 1.090
106 H 3.159 2.189 1.616  C92 1.090
107 H 2.453 1.238 0.328  C92 1.090
108 H 3.863 0.999 -1.994  C96 1.090
109 H 5.185 0.005 -1.492  C96 1.090
110 H 3.630 -0.321 -0.908  C96 1.090
111 H 5.436 3.205 -0.887  C97 1.090
112 H 3.759 3.316 -0.981  C97 1.090
113 H 4.614 3.569 0.517  C97 1.090
114 H 5.178 -1.532 0.458  C98 1.090
115 H 5.667 -2.315 1.933  C98 1.090
116 H 6.810 -1.626 0.817  C98 1.090
117 C 2.016 -5.321 0.599  C118 1.552, H128 1.090, H129 1.090, H130 1.090
118 C 3.320 -5.493 1.421  C117 1.552, C119 1.520, N123 1.518, C127 1.560
119 C 3.152 -6.786 2.202  C118 1.520, C120 1.541, H131 1.090, H132 1.090
120 C 4.410 -7.236 2.972  C119 1.541, C121 1.501, H133 1.090, H134 1.090
121 C 5.496 -7.389 1.946  C120 1.501, C122 1.527, H135 1.090, H136 1.090
122 C 5.764 -6.149 1.096  C121 1.527, N123 1.462, C125 1.512, C126 1.554
123 N 4.505 -5.709 0.497  C118 1.518, C122 1.462, O124 1.439
124 O 4.673 -4.616 -0.423  N123 1.439
125 C 6.632 -5.235 1.931  C122 1.512, H137 1.090, H138 1.090, H139 1.090
126 C 6.649 -6.746 -0.033  C122 1.554, H140 1.090, H141 1.090, H142 1.090
127 C 3.389 -4.301 2.425  C118 1.560, H143 1.090, H144 1.090, H145 1.090
128 H 1.889 -4.300 0.240  C117 1.090
129 H 1.080 -5.533 1.117  C117 1.090
130 H 2.015 -5.953 -0.290  C117 1.090
131 H 2.270 -6.696 2.836  C119 1.090
132 H 2.779 -7.574 1.548  C119 1.090
133 H 4.210 -8.173 3.493  C120 1.090
134 H 4.641 -6.486 3.727  C120 1.090
135 H 5.131 -8.259 1.399  C121 1.090
136 H 6.417 -7.631 2.478  C121 1.090
137 H 6.067 -4.955 2.820  C125 1.090
138 H 7.495 -5.813 2.260  C125 1.090
139 H 6.868 -4.362 1.322  C125 1.090
140 H 6.084 -7.403 -0.693  C126 1.090
141 H 7.019 -5.979 -0.714  C126 1.090
142 H 7.548 -7.234 0.344  C126 1.090
143 H 2.436 -4.133 2.927  C127 1.090
144 H 3.453 -3.382 1.842  C127 1.090
145 H 4.076 -4.326 3.271  C127 1.090
146 C 1.982 -4.395 -4.797  C147 1.471, H157 1.090, H158 1.090, H159 1.090
147 C 1.354 -3.344 -3.981  C146 1.471, C148 1.579, N152 1.504, C156 1.562
148 C 2.553 -2.610 -3.264  C147 1.579, C149 1.498, H160 1.090, H161 1.090
149 C 3.355 -1.697 -4.140  C148 1.498, C150 1.505, H162 1.090, H163 1.090
150 C 2.465 -0.682 -4.806  C149 1.505, C151 1.592, H164 1.090, H165 1.090
151 C 1.187 -1.302 -5.526  C150 1.592, N152 1.521, C154 1.518, C155 1.538
152 N 0.473 -2.344 -4.678  C147 1.504, C151 1.521, O153 1.562
153 O -0.898 -2.794 -5.277  N152 1.562
154 C 0.217 -0.156 -5.749  C151 1.518, H166 1.090, H167 1.090, H168 1.090
155 C 1.655 -1.790 -6.907  C151 1.538, H169 1.090, H170 1.090, H171 1.090
156 C 0.568 -4.091 -2.856  C147 1.562, H172 1.090, H173 1.090, H174 1.090
157 H 1.212 -5.011 -5.261  C146 1.090
158 H 2.436 -5.093 -4.093  C146 1.090
159 H 2.740 -4.108 -5.526  C146 1.090
160 H 2.330 -2.158 -2.297  C148 1.090
161 H 3.303 -3.327 -2.930  C148 1.090
162 H 4.014 -2.323 -4.742  C149 1.090
163 H 4.149 -1.167 -3.613  C149 1.090
164 H 3.128 -0.178 -5.508  C150 1.090
165 H 2.097 -0.014 -4.027  C150 1.090
166 H -0.632 -0.340 -6.408  C154 1.090
167 H -0.047 0.359 -4.826  C154 1.090
168 H 0.812 0.590 -6.278  C154 1.090
169 H 1.587 -1.054 -7.709  C155 1.090
170 H 2.719 -2.013 -6.822  C155 1.090
171 H 1.025 -2.598 -7.279  C155 1.090
172 H -0.233 -4.612 -3.381  C156 1.090
173 H 0.161 -3.343 -2.176  C156 1.090
174 H 1.108 -4.825 -2.258  C156 1.090
175 C 1.147 2.943 3.685  C176 1.532, H186 1.090, H187 1.090, H188 1.090
176 C 1.039 3.895 4.880  C175 1.532, C177 1.532, N181 1.517, C185 1.589
177 C 2.421 4.540 5.030  C176 1.532, C178 1.533, H189 1.090, H190 1.090
178 C 2.460 5.707 6.024  C177 1.533, C179 1.513, H191 1.090, H192 1.090
179 C 1.547 6.786 5.485  C178 1.513, C180 1.556, H193 1.090, H194 1.090
180 C 0.074 6.285 5.453  C179 1.556, N181 1.496, C183 1.563, C184 1.528
181 N 0.026 5.007 4.677  C176 1.517, C180 1.496, O182 1.488
182 O -1.338 4.481 4.400  N181 1.488
183 C -0.563 6.306 6.881  C180 1.563, H195 1.090, H196 1.090, H197 1.090
184 C -0.639 7.399 4.689  C180 1.528, H198 1.090, H199 1.090, H200 1.090
185 C 0.724 3.033 6.177  C176 1.589, H201 1.090, H202 1.090, H203 1.090
186 H 0.298 2.267 3.586  C175 1.090
187 H 2.065 2.367 3.567  C175 1.090
188 H 0.985 3.559 2.800  C175 1.090
189 H 3.215 3.836 5.280  C177 1.090
190 H 2.716 4.889 4.041  C177 1.090
191 H 3.406 6.248 6.043  C178 1.090
192 H 2.341 5.473 7.082  C178 1.090
193 H 1.889 6.954 4.464  C179 1.090
194 H 1.628 7.782 5.922  C179 1.090
195 H -0.325 7.245 7.381  C183 1.090
196 H -1.632 6.138 6.753  C183 1.090
197 H -0.245 5.542 7.590  C183 1.090
198 H -0.171 7.570 3.719  C184 1.090
199 H -1.722 7.361 4.575  C184 1.090
200 H -0.416 8.365 5.143  C184 1.090
201 H 0.642 3.585 7.113  C185 1.090
202 H 1.357 2.199 6.480  C185 1.090
203 H -0.267 2.579 6.180  C185 1.090
204 Cl -1.738 -4.384 -0.575  C205 1.739
205 C -3.010 -4.102 -1.728  Cl204 1.739, C206 1.556, H208 1.090, H209 1.090
206 C -4.339 -4.364 -0.963  C205 1.556, Cl207 1.816, H210 1.090, H211 1.090
207 Cl -5.769 -4.362 -2.082  C206 1.816
208 H -3.096 -4.899 -2.468  C205 1.090
209 H -2.932 -3.157 -2.265  C205 1.090
210 H -4.524 -3.718 -0.105  C206 1.090
211 H -4.281 -5.391 -0.602  C206 1.090
212 C -0.797 -5.288 3.771  Cl213 1.756, Cl214 1.752, Cl215 1.783, H216 1.090
213 Cl 0.669 -5.555 4.698  C212 1.756
214 Cl -1.193 -6.529 2.600  C212 1.752
215 Cl -0.717 -3.680 3.004  C212 1.783
216 H -1.570 -5.149 4.527  C212 1.090
217 C -0.828 -1.011 0.530  Cl218 1.815, Cl219 1.766, Cl220 1.811, H221 1.090
218 Cl -0.505 0.522 1.447  C217 1.815
219 Cl 0.724 -1.710 0.061  C217 1.766
220 Cl -1.740 -0.714 -1.006  C217 1.811
221 H -1.439 -1.661 1.156  C217 1.090

Computed properties:
Spin multiplicity: 8
Maximum force in Eh/bohr: 0.1340
LUMO energy (alpha / beta) in eV: 0.123 / -0.840
M in g/mol: 1431.46
HOMO-LUMO gap (alpha / beta) in eV: 9.08 / 8.89
Highest occupied orbital energy (alpha / beta) in Eh: -0.3293 / -0.3577

Here is 2 unconnected molecules or ions with the total composition C5H10N2Si from the OMol25 dataset. Energies are from ωB97M-V/def2-TZVPD.

Each atom is followed by the atoms it is bonded to, with distances in Å.
Positions of all 18 atoms, in Å:
1 C -2.891 -1.179 0.606  C2 1.371, N6 1.354, H9 1.024
2 C -1.899 -0.503 1.268  C1 1.371, N7 1.370, H10 1.119
3 C -2.065 0.343 -0.689  N6 1.303, N7 1.364, H11 1.147
4 C 3.070 -1.050 0.031  H12 1.077, H13 1.132, H14 1.149, H18 1.075
5 C 0.625 1.790 -0.721  Si8 1.941, H15 1.089, H16 0.987, H17 1.125
6 N -2.979 -0.581 -0.606  C1 1.354, C3 1.303
7 N -1.358 0.471 0.471  C2 1.370, C3 1.364, Si8 1.821
8 Si -0.023 1.544 1.091  C5 1.941, N7 1.821
9 H -3.484 -1.941 0.945  C1 1.024
10 H -1.568 -0.808 2.292  C2 1.119
11 H -2.036 0.962 -1.654  C3 1.147
12 H 2.884 -1.815 -0.704  C4 1.077
13 H 3.018 -1.659 0.985  C4 1.132
14 H 2.194 -0.308 0.075  C4 1.149
15 H 0.603 0.843 -1.259  C5 1.089
16 H 0.137 2.526 -1.162  C5 0.987
17 H 1.696 2.134 -0.750  C5 1.125
18 H 4.076 -0.769 -0.219  C4 1.075

Computed properties:
Maximum force in Eh/bohr: 0.1058
LUMO energy in eV: -0.884
Energy above the lowest of the compared OMol25 structures with the same formula, charge and spin in kcal/mol: 60.94
M in g/mol: 126.23
HOMO-LUMO gap in eV: 7.90
Highest occupied orbital energy in Eh: -0.3227

Here is 2 unconnected molecules or ions with the total composition C4H12S2 from the OMol25 dataset. Energies are from ωB97M-V/def2-TZVPD.

Each atom is followed by the atoms it is bonded to, with distances in Å.
Positions of all 18 atoms, in Å:
1 C -2.622 0.595 -0.981  C2 1.467, H4 1.182, H5 1.090, H6 1.044
2 C -2.228 -0.400 0.022  C1 1.467, S3 1.917, H7 1.070, H8 1.081
3 S -1.356 -1.942 -0.712  C2 1.917, H9 1.289
4 H -2.807 1.688 -0.571  C1 1.182
5 H -3.588 0.327 -1.407  C1 1.090
6 H -1.854 0.655 -1.686  C1 1.044
7 H -1.634 -0.053 0.841  C2 1.070
8 H -3.142 -0.817 0.420  C2 1.081
9 H -1.772 -2.759 0.195  S3 1.289
10 C 1.775 -0.555 -0.388  C11 1.519, H13 1.085, H14 1.047, H15 1.070
11 C 2.128 0.916 -0.256  C10 1.519, S12 1.953, H16 1.102, H17 1.011
12 S 2.000 1.707 1.526  C11 1.953, H18 1.369
13 H 0.778 -0.768 -0.017  C10 1.085
14 H 2.483 -1.141 0.113  C10 1.047
15 H 1.633 -0.893 -1.393  C10 1.070
16 H 3.156 1.182 -0.551  C11 1.102
17 H 1.474 1.463 -0.799  C11 1.011
18 H 0.643 1.551 1.444  S12 1.369

Computed properties:
Maximum force in Eh/bohr: 0.0638
LUMO energy in eV: 0.724
Energy above the lowest of the compared OMol25 structures with the same formula, charge and spin in kcal/mol: 27.88
M in g/mol: 124.27
HOMO-LUMO gap in eV: 9.77
Highest occupied orbital energy in Eh: -0.3323
Structure (SMILES): CCS.CCS

Copy entry 2 word for word.
Here is 2 unconnected molecules or ions with the total composition C5H10N2Si from the OMol25 dataset. Energies are from ωB97M-V/def2-TZVPD.

Each atom is followed by the atoms it is bonded to, with distances in Å.
Positions of all 18 atoms, in Å:
1 C -2.891 -1.179 0.606  C2 1.371, N6 1.354, H9 1.024
2 C -1.899 -0.503 1.268  C1 1.371, N7 1.370, H10 1.119
3 C -2.065 0.343 -0.689  N6 1.303, N7 1.364, H11 1.147
4 C 3.070 -1.050 0.031  H12 1.077, H13 1.132, H14 1.149, H18 1.075
5 C 0.625 1.790 -0.721  Si8 1.941, H15 1.089, H16 0.987, H17 1.125
6 N -2.979 -0.581 -0.606  C1 1.354, C3 1.303
7 N -1.358 0.471 0.471  C2 1.370, C3 1.364, Si8 1.821
8 Si -0.023 1.544 1.091  C5 1.941, N7 1.821
9 H -3.484 -1.941 0.945  C1 1.024
10 H -1.568 -0.808 2.292  C2 1.119
11 H -2.036 0.962 -1.654  C3 1.147
12 H 2.884 -1.815 -0.704  C4 1.077
13 H 3.018 -1.659 0.985  C4 1.132
14 H 2.194 -0.308 0.075  C4 1.149
15 H 0.603 0.843 -1.259  C5 1.089
16 H 0.137 2.526 -1.162  C5 0.987
17 H 1.696 2.134 -0.750  C5 1.125
18 H 4.076 -0.769 -0.219  C4 1.075

Computed properties:
Maximum force in Eh/bohr: 0.1058
LUMO energy in eV: -0.884
Energy above the lowest of the compared OMol25 structures with the same formula, charge and spin in kcal/mol: 60.94
M in g/mol: 126.23
HOMO-LUMO gap in eV: 7.90
Highest occupied orbital energy in Eh: -0.3227

- What is the formula in the third record?
  C4H12S2

- Which formula does entry 2 have?
  C5H10N2Si